[1]
This record from the OMol25 dataset describes a molecular structure, C28H54P2W. The level of theory is wB97M-V/def2-TZVPD.

Positions of all 85 atoms, in Å:
W -1.10000 0.15497 -1.46667
C -2.31082 1.64045 -0.10221
C -3.10486 0.85504 -1.03820
C -2.56743 -0.46205 0.81666
C -2.13652 0.84793 1.09117
C -3.11960 -0.50473 -0.51889
C -2.12670 3.12197 -0.13385
H -2.25315 3.52751 -1.14448
H -1.13742 3.40023 0.25388
H -2.86888 3.59542 0.53220
C -1.82353 1.41893 2.43841
H -2.29086 2.40645 2.58674
H -0.73388 1.52315 2.60713
H -2.22882 0.78727 3.24507
C -2.70846 -1.56770 1.81693
H -3.76818 -1.76201 2.06436
H -2.20997 -1.33796 2.77045
H -2.26949 -2.50963 1.45009
C -3.86113 -1.66046 -1.10529
H -4.94838 -1.52496 -0.97681
H -3.57432 -2.59310 -0.59969
H -3.67177 -1.77193 -2.17410
C -3.74681 1.34375 -2.29198
H -4.80872 1.60250 -2.16138
H -3.69580 0.56552 -3.05532
H -3.25074 2.23003 -2.71000
C 0.81975 0.79330 -1.59971
C -0.14173 1.75736 -2.21042
C -0.25579 1.90254 -3.71413
C -1.13112 0.79516 -4.35343
C -1.51375 -0.31447 -3.40334
C -0.48904 -1.24005 -2.90907
C 0.95308 -1.05703 -3.36794
C 1.71111 -0.01302 -2.52790
H 0.73920 1.93075 -4.18353
H -0.65510 0.36339 -5.25055
H -0.70359 2.87338 -3.97642
H 2.27965 0.66712 -3.19181
H 1.28800 1.07435 -0.65097
H -0.21637 2.69686 -1.65676
H 2.47175 -0.53979 -1.92454
H 1.47592 -2.03071 -3.33592
H -0.81109 -2.28653 -2.92511
H 0.98778 -0.77319 -4.43921
H -2.05297 1.25619 -4.74476
H -2.44954 -0.82979 -3.62465
P 2.15478 2.89949 1.18861
C 2.10296 3.91690 2.73524
H 2.79418 4.77197 2.69461
H 2.36726 3.29622 3.60382
H 1.07762 4.30485 2.85324
C 3.91149 2.33596 1.22148
H 4.61772 3.17387 1.23223
H 4.08947 1.73684 0.31863
H 4.09873 1.71681 2.10923
C 2.36752 4.27779 -0.01096
H 2.37933 3.86879 -1.02783
H 3.30492 4.81969 0.15695
H 1.53887 4.98927 0.08204
P 0.78664 -3.45862 0.27002
C -0.29295 -4.60492 -0.68321
H 0.31690 -5.24168 -1.33839
H -0.96036 -3.99306 -1.30621
H -0.88365 -5.22700 0.00115
C 2.28237 -3.67352 -0.78144
H 2.04122 -3.37844 -1.81402
H 2.57609 -4.73221 -0.74960
H 3.10268 -3.04549 -0.41340
C 1.18631 -4.48675 1.71685
H 1.88114 -5.28072 1.43084
H 0.25443 -4.91723 2.10480
H 1.64931 -3.85018 2.47933
C 0.43162 -0.91491 4.29910
C 1.44842 -0.52348 3.21800
C 2.88091 -0.90597 3.62086
C 1.05224 -0.97743 1.87877
H 0.16578 -1.97782 4.26206
H -0.50056 -0.35733 4.17734
H 0.82759 -0.70513 5.29620
H 1.43714 0.58166 3.10759
H 3.02173 -1.98500 3.72480
H 3.62171 -0.55959 2.89046
H 3.13036 -0.46106 4.58633
H 1.75683 -0.83377 1.05737
H -0.00869 -0.95125 1.60307

Results
charge: +2
largest force on an atom: 4.42 eV Å⁻¹
ΔE to the lowest compared entry with this formula, charge and spin: 166.7 kJ/mol
orbital gap (spin up / spin down): 5.011 / 5.221 eV
2S+1: 3
E_HOMO (spin up / spin down): -13.45 / -13.66 eV

Which charges does Mulliken predict for the atoms? In e, they are:
1 W -0.07
2 C 0.55
3 C 0.47
4 C 1.04
5 C 1.02
6 C 0.05
7 C -1.46
8 H 0.40
9 H 0.24
10 H 0.42
11 C -1.49
12 H 0.44
13 H -0.05
14 H 0.43
15 C -1.77
16 H 0.44
17 H 0.21
18 H 0.26
19 C -1.32
20 H 0.32
21 H 0.40
22 H 0.25
23 C -1.24
24 H 0.40
25 H 0.43
26 H 0.25
27 C 1.07
28 C 0.08
29 C -1.24
30 C -1.62
31 C -0.49
32 C -0.63
33 C -0.90
34 C -1.30
35 H 0.33
36 H 0.49
37 H 0.46
38 H 0.50
39 H -0.46
40 H 0.91
41 H 0.33
42 H 0.46
43 H 0.57
44 H 0.19
45 H 0.39
46 H 1.09
47 P 0.94
48 C -1.40
49 H 0.41
50 H 0.38
51 H 0.34
52 C -1.27
53 H 0.46
54 H 0.34
55 H 0.28
56 C -1.33
57 H 0.30
58 H 0.49
59 H 0.39
60 P 1.24
61 C -1.24
62 H 0.43
63 H 0.16
64 H 0.49
65 C -1.49
66 H 0.25
67 H 0.54
68 H 0.39
69 C -1.18
70 H 0.44
71 H 0.40
72 H 0.18
73 C -1.26
74 C 1.67
75 C -1.74
76 C -0.83
77 H 0.31
78 H 0.18
79 H 0.45
80 H -0.69
81 H 0.35
82 H 0.36
83 H 0.43
84 H 0.61
85 H 0.39



[2]
This record from the OMol25 dataset describes 2 unconnected molecules or ions with the total composition C6H6O2S. The level of theory is wB97M-V/def2-TZVPD.

Positions of all 15 atoms, in Å:
C -1.50609 1.15891 -0.24647
C -1.65524 0.07349 -1.01643
C -0.47154 1.23786 0.71502
C -0.74070 -0.99685 -0.93653
C 0.37614 0.11996 0.83195
C 0.26519 -1.03949 0.01714
O 3.28403 0.21813 0.52630
O 1.02492 -2.07185 0.24333
S 2.47851 1.05510 -0.38937
H -2.20748 1.96402 -0.46364
H -2.54059 -0.04935 -1.68288
H -0.09436 1.94288 1.38355
H -0.90506 -1.86547 -1.59554
H 1.09242 0.16997 1.59007
H 1.59984 -1.91732 1.02350

Results
charge: 0
largest force on an atom: 3.85 eV Å⁻¹
ΔE to the lowest compared entry with this formula, charge and spin: 0.0 kJ/mol
orbital gap (spin up / spin down): 8.960 / 7.809 eV
2S+1: 3
E_HOMO (spin up / spin down): -8.16 / -8.80 eV

Which charges does natural (NBO) predict for the atoms? In e, they are:
1 C -0.25
2 C -0.19
3 C -0.20
4 C -0.28
5 C -0.31
6 C 0.31
7 O -0.75
8 O -0.64
9 S 0.72
10 H 0.22
11 H 0.22
12 H 0.22
13 H 0.22
14 H 0.21
15 H 0.50



[3]
This record from the OMol25 dataset describes 2 unconnected molecules or ions with the total composition C6H17NO. The level of theory is wB97M-V/def2-TZVPD.

Positions of all 25 atoms, in Å:
C -0.63508 2.16429 0.36021
N 0.24486 1.01028 0.28649
C 0.46735 0.46160 -1.04304
C 0.39212 -1.10050 -1.07415
C -0.55678 -1.73277 -0.04348
C 0.13669 -2.09997 1.28463
C 1.73674 0.89231 -1.74378
H -1.41548 2.14977 -0.39442
H -0.11596 3.10725 0.10586
H -0.97398 2.25417 1.38167
H 1.04854 1.06121 0.89189
H -0.45646 0.70150 -1.56588
H 0.13212 -1.45811 -2.07326
H 1.39415 -1.49686 -0.86740
H -1.43571 -1.09023 0.08194
H -1.01791 -2.62958 -0.47452
H 0.18505 -1.21161 1.91502
H 1.14619 -2.39063 1.00669
H -0.46066 -2.80748 1.85659
H 2.62476 0.29060 -1.54496
H 1.94602 1.93531 -1.48784
H 1.61448 0.83276 -2.82823
H -2.63885 0.34695 1.54002
H -1.22626 0.30834 2.08932
O -2.13593 0.50143 2.34066

Results
charge: 0
largest force on an atom: 1.94 eV Å⁻¹
ΔE to the lowest compared entry with this formula, charge and spin: 86.4 kJ/mol
structure (SMILES): CCC[C@H](C)NC.O
orbital gap: 9.623 eV
E_HOMO: -8.64 eV

Which charges does natural (NBO) predict for the atoms? In e, they are:
1 C -0.41
2 N -0.67
3 C -0.05
4 C -0.40
5 C -0.39
6 C -0.61
7 C -0.63
8 H 0.19
9 H 0.16
10 H 0.22
11 H 0.37
12 H 0.19
13 H 0.21
14 H 0.18
15 H 0.19
16 H 0.20
17 H 0.19
18 H 0.20
19 H 0.22
20 H 0.21
21 H 0.21
22 H 0.22
23 H 0.47
24 H 0.48
25 O -0.94



The highest largest force on an atom belongs to which entry?
C28H54P2W